[1]
A structure of composition C40H45BN7O3ReS2. Source: OMol25; level of theory: wB97M-V/def2-TZVPD.

Its expectation value of S² is 0.867. As for the energy above the lowest of the compared OMol25 structures with the same formula, charge and spin: 48.20 kcal per mole. As for the frontier orbital gap (spin up / spin down): 4.294 / 4.417 eV. The HOMO energy (spin up / spin down) is -14.5 / -14.4 eV. For the total energy, the calculation gives -3058.98163 Eh.

ORCA input file:
```
! wB97M-V def2-TZVPD RIJCOSX def2/J DEFGRID3
* xyz 3 2
Re -0.2237 -0.1529 0.4098
S -0.8513 1.9293 1.4637
C -2.4636 2.3923 1.1482
N -3.0151 3.4302 1.7736
C -4.3176 3.8973 1.3350
C -5.1764 2.7093 0.9310
N -4.4767 1.9017 -0.0514
C -5.2268 1.4231 -1.1941
C -5.6960 2.6273 -1.9793
C -4.7579 3.4427 -2.6100
C -5.1692 4.5623 -3.3093
C -6.5183 4.8822 -3.3683
C -7.4559 4.0752 -2.7378
C -7.0447 2.9549 -2.0362
C -3.1820 1.6617 0.1410
S -2.3825 0.4253 -0.7544
C -2.4696 4.0063 2.9838
C -3.2050 3.4477 4.1895
C -3.2552 2.0706 4.3847
C -3.8529 1.5487 5.5163
C -4.4135 2.3975 6.4561
C -4.3970 3.7652 6.2481
C -3.8063 4.2926 5.1117
H -4.1800 4.5796 0.4867
H -4.7938 4.4377 2.1539
H -6.1206 3.0541 0.5126
H -5.3914 2.0834 1.8059
H -6.0854 0.8376 -0.8518
H -4.5776 0.7895 -1.8016
H -3.7092 3.1857 -2.5598
H -4.4424 5.1865 -3.8056
H -6.8384 5.7634 -3.9007
H -8.5053 4.3186 -2.7937
H -7.7744 2.3219 -1.5537
H -2.5669 5.0938 2.9372
H -1.4077 3.7553 3.0520
H -2.8096 1.4048 3.6557
H -3.8761 0.4817 5.6678
H -4.8509 1.9923 7.3526
H -4.8396 4.4244 6.9749
H -3.7898 5.3609 4.9607
C 3.4269 -3.0561 -0.4672
C 2.6792 -1.7813 -0.2285
O 1.5055 -1.8054 0.1768
N 3.3713 -0.6595 -0.4413
C 2.8690 0.6728 -0.1410
C 2.5957 0.7744 1.3431
C 3.5450 1.2877 2.2166
C 3.2927 1.2925 3.5803
C 2.0827 0.7840 4.0305
C 1.1740 0.3151 3.0994
N 1.4209 0.3119 1.7886
H 3.7285 -3.1106 -1.5102
H 2.8000 -3.9110 -0.2355
H 4.3220 -3.0984 0.1519
H 4.3003 -0.7349 -0.8304
H 1.9406 0.8593 -0.7094
H 3.6212 1.4039 -0.4332
H 4.4647 1.6928 1.8268
H 4.0219 1.6962 4.2688
H 1.8418 0.7735 5.0808
H 0.2075 -0.0536 3.4208
C 0.6073 -3.0889 -7.6851
C -0.1192 -4.0778 -6.7602
C 0.8890 -5.2012 -6.4015
C -1.2852 -4.6985 -7.5257
C -0.5432 -3.4302 -5.4637
C -1.8605 -3.5900 -4.9943
C -2.2930 -3.1080 -3.7764
C -1.3666 -2.4124 -3.0209
O -1.5081 -1.8189 -1.8091
B -0.3047 -1.1954 -1.5241
O 0.5937 -1.4200 -2.5391
C -0.0590 -2.1852 -3.4844
C 0.3767 -2.7025 -4.6852
H 0.8753 -3.5959 -8.6071
H 1.5177 -2.6945 -7.2459
H -0.0505 -2.2575 -7.9261
H 1.1568 -5.7359 -7.3074
H 0.4364 -5.8985 -5.7017
H 1.7941 -4.7963 -5.9599
H -0.9280 -5.1324 -8.4542
H -2.0279 -3.9448 -7.7785
H -1.7660 -5.4923 -6.9601
H -2.5808 -4.1054 -5.6052
H -3.3064 -3.2571 -3.4395
H 1.3892 -2.5472 -5.0198
N -0.2693 -4.6357 3.9951
C -0.9464 -3.8799 3.1326
C -0.3683 -2.7859 2.4220
N -1.0830 -2.0792 1.5719
C -2.3610 -2.4024 1.3691
C -2.9288 -3.4556 2.0877
N -2.2373 -4.1607 2.9436
H 0.7212 -4.5543 4.1446
H -0.7657 -5.4024 4.4247
H 0.6719 -2.5336 2.5660
H -2.9216 -1.8480 0.6329
H -3.9660 -3.7326 1.9591
*
```



[2]
An isolated molecule of C7H10. Source: OMol25; level of theory: wB97M-V/def2-TZVPD.

As for the energy above the lowest of the compared OMol25 structures with the same formula, charge and spin: 122.62 kcal per mole. As for the frontier orbital gap: 7.397 eV. The HOMO energy is -7.3 eV. For the total energy, the calculation gives -272.52260 Eh.

ORCA input file:
```
! wB97M-V def2-TZVPD RIJCOSX def2/J DEFGRID3
* xyz 0 1
C 2.1754 0.6052 0.0205
C 1.2030 -0.5697 0.0704
C -0.1521 -0.2079 -0.4768
C -1.1846 -1.2364 -0.7830
C -1.8510 -0.4132 0.2916
C -0.8369 0.9513 -0.0727
C -0.8373 2.2245 0.1887
H 2.4109 0.8654 -1.0163
H 3.1101 0.3610 0.5345
H 1.7333 1.4914 0.4885
H 1.5858 -1.4241 -0.5036
H 1.0859 -0.9299 1.1055
H -1.6580 -1.1736 -1.7636
H -0.9088 -2.2595 -0.5219
H -1.7076 -0.7827 1.3067
H -2.8555 -0.0330 0.1062
H -1.4348 2.6066 1.0205
*
```



[3]
A cluster of 2 separate species, C3H4O in total. Source: OMol25; level of theory: wB97M-V/def2-TZVPD.

As for the energy above the lowest of the compared OMol25 structures with the same formula, charge and spin: 180.73 kcal per mole. As for the frontier orbital gap (spin up / spin down): 8.031 / 6.957 eV. The HOMO energy (spin up / spin down) is -8.0 / -7.7 eV. For the total energy, the calculation gives -191.62198 Eh.

ORCA input file:
```
! wB97M-V def2-TZVPD RIJCOSX def2/J DEFGRID3
* xyz 0 1
C 0.2137 -0.6524 0.2314
C -1.7850 0.7483 -0.1027
C 1.3697 0.1351 -0.0219
O -2.7040 -0.1665 0.0849
H 1.6415 0.2651 -1.1400
H 1.3051 1.0692 0.4285
H 2.2432 -0.3501 0.3034
H -2.2842 -1.0487 0.2163
*
```



[4]
A structure of composition C3H2CuLi2O3. Source: OMol25; level of theory: wB97M-V/def2-TZVPD.

Its expectation value of S² is 2.006. As for the frontier orbital gap (spin up / spin down): 5.408 / 6.394 eV. The HOMO energy (spin up / spin down) is -9.3 / -12.3 eV. For the total energy, the calculation gives -1996.42622 Eh.

ORCA input file:
```
! wB97M-V def2-TZVPD RIJCOSX def2/J DEFGRID3
* xyz 1 3
C -0.0365 1.0592 -0.0359
C 0.2710 -0.2020 0.2109
O 0.1770 2.1748 -0.3756
H 1.3235 -0.4912 0.1771
H -0.4947 -0.9452 -0.0650
Cu 1.1451 3.8496 -3.4087
Li -0.7862 3.3267 -1.5525
O -1.5513 -1.7449 2.0889
C -1.6865 -2.3582 1.0327
O -1.4120 -3.5395 0.7270
Li -0.9377 -4.0615 -0.9374
*
```



no.,F_max (eV Å⁻¹)
1,2.73
2,0.55
3,3.27
4,4.29